[1]
ORCA calculation (ωB97M-V with the def2-TZVPD basis set) on a cluster of 11 separate species, C45H120N8O13 in total.

The calculation puts the LUMO energy at 0.09 eV. The net charge is 0. For the HOMO energy, the calculation gives -0.311 Eh. The energy relative to the best compared isomer or geometry (same formula, charge and spin) comes out at 90.0 kJ/mol. As for the SMILES: COC[C@H](C)N.COC[C@H](C)N.COC[C@H](C)N.COC[C@H](C)N.COC[C@H](C)N.COC[C@H](C)N.COCCNCCOC.COCCNCCOC.CC(C)O.CC(C)O.CC(C)O.

XYZ file:
```
186
C45H120N8O13, DFT ωB97M-V with the def2-TZVPD basis set
C 8.72 -5.66 3.16
H 5.22 -4.68 6.93
H 0.51 -1.13 -10.75
H 4.42 -5.40 -5.68
H 2.88 -2.68 -0.29
H 1.83 -4.33 5.81
H -7.29 0.45 -0.16
C 1.12 1.55 -0.71
H 6.56 -4.50 -6.56
C -9.10 2.17 -1.24
H 7.03 -3.71 2.58
H -6.89 0.59 -2.90
H -9.15 -4.08 -0.74
H 5.54 -3.90 4.51
C -1.10 12.53 -0.72
H -1.60 -1.94 -5.43
H -3.70 6.74 7.68
H 6.03 -0.55 -5.28
H 3.41 6.19 -6.81
H 5.92 -2.25 4.13
O -3.35 4.92 8.58
H -7.41 -6.99 -2.40
C -5.62 1.77 1.48
C 0.02 10.27 -0.52
O 2.18 -0.64 -0.47
H -9.63 1.27 -0.94
H 6.37 -4.10 -4.90
H -2.06 12.05 -0.92
H -2.38 -0.12 -7.37
H -2.50 3.90 12.27
H -4.18 0.22 -7.41
H 4.58 6.44 5.89
H 4.37 -3.81 8.08
C -3.06 2.09 -6.03
H -7.64 -3.56 -0.25
C -6.00 -5.21 -0.84
H 6.30 3.41 5.76
H 0.10 -9.13 -0.08
H 2.73 4.97 -5.93
C -3.76 3.87 10.73
H -4.66 -1.80 -6.18
H 4.14 4.93 4.11
H -0.15 2.60 0.82
H -5.62 2.96 11.30
H 1.74 -2.18 0.89
N -7.85 0.85 -2.72
C -0.92 -9.29 -0.42
H 2.08 1.99 -0.43
O 1.04 12.32 0.05
H 2.71 1.93 5.53
H 0.12 -0.22 -0.40
H 4.60 -4.74 -8.02
C 2.09 2.82 5.64
N 6.02 4.37 5.88
H -9.67 2.70 -2.00
O -1.50 -10.63 1.42
C 3.39 5.82 -5.78
H 1.20 -2.46 -0.72
H -4.30 -3.35 1.11
H -2.14 5.16 10.14
H 5.97 -2.00 -4.14
H 9.48 -5.05 2.68
H 4.62 -1.54 -5.12
N -3.42 -2.37 -7.65
H -3.34 -11.86 -0.11
C -5.27 3.80 10.70
O 4.58 4.91 -4.02
H 0.62 9.65 0.14
H 6.56 4.16 -5.83
H 3.20 5.80 6.78
H -7.72 -5.41 -3.18
H -2.88 -3.16 -5.21
H 6.42 4.49 6.80
H 1.03 0.10 1.02
H -7.11 2.72 -2.17
O 2.46 3.99 4.94
H 8.30 -3.00 3.62
C 4.27 5.70 6.63
C -3.21 5.10 9.96
H -0.71 12.71 -1.73
C -7.64 1.88 -1.72
H 1.57 0.61 -2.54
H 1.31 12.36 0.97
H -8.03 -5.89 -0.17
H -1.97 6.33 7.70
H 4.22 3.15 4.16
H -3.90 -5.13 1.33
H 0.60 -2.90 -10.73
C 5.58 4.47 -6.18
H -1.62 -8.50 -0.15
H -0.87 -9.45 -1.49
H -5.54 -6.18 -1.04
H -5.18 2.57 2.09
H -3.40 3.01 10.16
H 5.32 6.43 -5.20
C -1.41 -10.69 0.05
H -5.69 4.75 11.02
C -2.98 5.92 7.59
H 1.81 -1.96 -11.55
H -2.85 -11.10 -1.52
H -3.69 2.84 12.47
H -5.86 0.95 -1.07
H 5.59 4.89 -7.18
C 3.44 -3.05 -7.82
C 5.93 -2.69 6.98
H 4.33 -2.42 -7.87
H -5.66 -4.51 -1.60
C 0.02 2.54 -0.25
C 6.33 -3.15 4.58
H 4.99 3.55 -6.22
C 2.62 -4.41 6.56
C 4.61 4.25 6.08
H -3.65 6.05 10.29
H 3.78 4.41 -4.19
C 2.75 -3.15 -9.20
C 4.76 -3.71 7.07
O -5.69 -4.71 0.43
H -2.87 -1.58 -4.36
H 2.71 -2.57 -7.16
C -4.31 -4.36 0.68
H 3.79 -3.82 -5.33
H -9.02 -6.13 -2.34
H -3.44 -10.05 -0.26
H 7.32 -2.03 5.96
C 3.90 4.05 4.70
H -0.68 -11.45 -0.24
C -0.19 11.64 0.09
C -7.94 -6.04 -2.32
H -2.31 2.30 -6.79
H 1.09 2.51 5.34
N 3.92 -4.37 -7.36
C 7.43 -3.66 3.60
H 2.98 -5.44 6.56
H -0.91 2.26 -0.76
C 4.79 5.48 -5.28
H -4.80 1.13 1.17
H 3.57 -3.08 -9.91
C 1.08 0.17 -0.07
H -6.28 1.12 2.06
H -2.53 -2.20 -8.08
H 0.56 10.20 -1.47
H -0.61 -10.69 1.77
H 4.34 3.50 6.82
C -6.76 1.30 -0.58
C 5.70 -1.58 -5.12
N -8.17 -4.03 -0.97
N 1.02 1.39 -2.20
H 4.75 5.87 7.59
N -3.50 3.77 12.14
C -7.59 -5.32 -0.99
H -3.99 -2.05 -8.42
H -3.95 2.48 -6.53
H -5.74 3.63 9.73
H 6.60 -2.72 7.84
H 2.11 -4.22 7.51
C -2.68 -2.09 -5.30
H -1.16 13.49 -0.21
H 0.09 1.23 -2.55
H 2.83 6.48 -5.12
H 0.22 3.53 -0.66
H -0.47 11.61 1.14
C -3.62 -1.59 -6.46
H -8.27 0.02 -2.33
O -3.32 0.75 -5.67
H -2.82 2.70 -5.16
O -6.44 2.24 0.43
H 2.20 -4.08 -9.34
C -2.85 -10.94 -0.44
C -3.33 -0.14 -6.83
C 5.96 -3.88 -5.88
H -3.08 5.39 6.65
C 1.19 -1.98 -10.65
C 4.46 -4.36 -6.00
O 1.94 -2.02 -9.41
O 7.91 -4.90 4.01
H -0.92 9.74 -0.68
O 3.66 -3.51 6.27
H 9.15 -6.49 3.73
N 6.87 -2.93 5.92
O 6.01 -2.47 -6.14
H -9.13 2.84 -0.37
C 2.03 -2.02 -0.15
H 5.61 -1.65 6.92
H 8.15 -6.08 2.33
H -3.75 -4.30 -0.25
H 2.01 3.05 6.70
```



[2]
ORCA calculation (ωB97M-V with the def2-TZVPD basis set) on a structure of composition C11H32N4O5Pd.

The calculation puts the LUMO energy (spin up / spin down) at 0.52 / 0.50 eV. The net charge is 0. For the HOMO energy (spin up / spin down), the calculation gives -0.176 / -0.251 Eh. The multiplicity is 3.

XYZ file:
```
53
C11H32N4O5Pd, DFT ωB97M-V with the def2-TZVPD basis set
H -2.21 0.91 -3.10
H -3.71 0.11 -1.51
H -1.10 1.81 -1.97
H -0.98 -2.11 2.67
H 1.99 -0.40 -5.12
H 2.64 2.17 3.49
H 3.22 3.09 -0.79
H -1.44 0.27 3.09
C -2.89 0.15 -0.76
C -1.82 -2.12 1.97
N 1.52 1.11 -0.45
C 2.15 0.98 1.77
Pd -0.15 0.00 0.24
O 1.90 1.58 -1.70
H -0.59 2.93 0.08
O 1.26 -2.89 0.27
H -0.44 0.54 -3.02
C 3.44 2.52 0.12
C -2.31 0.20 2.43
H -2.52 1.19 1.98
H -0.72 -2.10 -1.52
H -2.74 -2.35 2.52
H -3.18 -0.18 2.99
H 1.73 -2.36 0.94
O 1.68 -0.23 -4.20
H 0.16 -0.86 3.18
H 0.86 -1.88 -3.16
H 3.63 3.23 0.93
O -1.14 2.98 0.88
H 1.51 1.00 -2.39
C -1.54 -1.53 -1.97
N 1.08 0.19 1.83
H -1.35 -1.43 -3.05
H -3.20 -1.86 -0.03
O 0.91 -0.23 3.15
C -3.11 -0.84 0.37
H 4.38 1.97 -0.05
C 2.93 1.22 3.01
H -1.63 -2.87 1.19
N -1.96 -0.77 1.36
C 2.35 1.58 0.48
C -1.32 0.85 -2.44
H 0.72 -3.48 0.84
H 4.00 1.31 2.80
H 2.79 0.43 3.75
H -2.80 1.14 -0.30
H -0.51 2.78 1.60
H -4.07 -0.63 0.90
N -1.59 -0.15 -1.39
H 2.39 -2.19 -4.10
H -2.49 -2.07 -1.81
H 2.40 -1.23 -2.54
C 1.84 -1.46 -3.46
```



[3]
ORCA calculation (ωB97M-V with the def2-TZVPD basis set) on the molecule C4H5FN4.

The calculation puts the LUMO energy (spin up / spin down) at -0.02 / -0.02 eV. The net charge is 0. For the HOMO energy (spin up / spin down), the calculation gives -0.321 / -0.321 Eh. The energy relative to the best compared isomer or geometry (same formula, charge and spin) comes out at 111.1 kJ/mol.

XYZ file:
```
14
C4H5FN4, DFT ωB97M-V with the def2-TZVPD basis set
N 0.89 0.25 0.24
H -1.58 -1.25 1.56
C 2.13 -0.28 -0.34
N 0.27 -0.60 0.96
C -1.07 -0.72 0.83
N -4.06 -0.62 -0.67
H 2.39 0.24 -1.30
C 0.48 1.40 -0.02
N -1.69 -0.22 -0.17
F -0.66 1.85 0.46
H 1.95 -1.25 -0.68
H 2.93 -0.30 0.38
H 1.00 1.87 -0.88
C -2.98 -0.38 -0.36
```



Calculated total energy in eV, matching the order above: -87137.909, -31598.331, -12903.145